# 1
Here is the ion C6H10N with charge +1 in a non-equilibrium geometry from OMol25. Energies are from wB97M-V/def2-TZVPD.

## Properties
net charge = +1
LUMO level (spin up / spin down) = -5.76 / -5.76 eV

Geometry as XYZ:
```
17
Properties=species:S:1:pos:R:3:forces:R:3:lowdin_charge:R:1
C 1.7438 0.8057 0.9387 1.75 2.79 0.30 0.13
C 1.1432 1.5025 0.1339 -1.09 -2.02 -1.03 0.04
C -0.1496 1.3194 -0.6262 0.16 4.36 1.01 -0.12
N -0.6825 0.1305 -0.0994 0.24 -1.07 0.35 -0.17
C -2.0454 0.1080 0.3348 -2.25 -1.04 2.44 0.00
C 0.2251 -0.7286 0.2868 -2.19 -2.52 -1.19 -0.09
C 1.2280 -1.3980 -0.5765 0.22 1.80 -3.35 -0.02
H 2.5793 0.7990 1.6019 0.09 -0.81 0.42 0.09
H -0.7496 2.2212 -0.2684 0.17 -1.31 -0.53 0.16
H -0.2087 1.3811 -1.6833 0.66 0.01 -1.13 0.13
H -2.3125 1.1296 0.6341 -0.15 -0.36 -0.07 0.10
H -2.8496 -0.2970 -0.3381 1.31 0.48 -0.11 0.12
H -2.1916 -0.5779 1.2756 0.67 1.27 -1.60 0.15
H -0.2906 -1.4069 0.9531 0.63 -0.40 0.81 0.15
H 1.6022 -0.8457 -1.5860 -1.55 -1.13 2.37 0.17
H 0.8304 -2.3932 -0.7563 -0.93 -0.02 -0.63 0.11
H 2.1280 -1.7496 -0.2247 2.25 -0.03 1.94 0.06
```
Positions in Å, forces in eV/Å.

---

# 2
Here is the ion C6H10N with charge +1 in a non-equilibrium geometry from OMol25. Energies are from wB97M-V/def2-TZVPD.

## Properties
net charge = +1
LUMO level = -3.40 eV

Geometry as XYZ:
```
17
Properties=species:S:1:pos:R:3:forces:R:3:lowdin_charge:R:1
C -2.3465 -0.4160 0.3991 2.91 -0.74 -2.14 -0.08
C -1.6360 -1.2281 -0.4363 -1.21 0.69 1.23 -0.03
C -0.4746 -0.2371 -0.7346 -2.57 2.91 1.22 -0.13
C 0.6600 -0.3237 0.1984 -1.49 -3.33 1.47 -0.31
C 2.0422 -0.6816 -0.1682 1.23 -0.34 -3.39 0.01
N 1.6884 0.6656 0.3573 1.15 0.50 -0.39 0.15
C -1.5887 0.8805 0.3019 1.80 -3.09 -2.54 -0.01
H -3.2548 -0.5630 0.8451 -2.09 -0.53 1.32 0.07
H -1.9292 -2.2887 -0.7101 0.96 1.49 -0.01 0.13
H -0.2883 0.2393 -1.7189 -0.07 -0.82 0.40 0.14
H 0.2480 -0.7315 1.1805 0.98 0.78 -1.09 0.19
H 2.8419 -1.2798 0.3599 -1.37 0.81 -0.44 0.16
H 2.1735 -0.5523 -1.3374 0.08 -0.69 2.59 0.18
H 2.0092 0.7006 1.2889 0.36 1.02 1.28 0.16
H 1.8714 1.4646 -0.2422 -0.33 0.11 0.14 0.20
H -2.1083 1.5589 -0.3223 -0.20 0.97 -0.59 0.09
H -0.9916 1.3289 1.0623 -0.12 0.26 0.95 0.08
```
Positions in Å, forces in eV/Å.

---

# 3
Here is the ion C6H10N with charge +1 in a non-equilibrium geometry from OMol25. Energies are from wB97M-V/def2-TZVPD.

## Properties
net charge = +1
LUMO level = -5.07 eV

Geometry as XYZ:
```
17
Properties=species:S:1:pos:R:3:forces:R:3:lowdin_charge:R:1
C 2.2646 0.4864 0.4368 -0.66 2.48 1.76 -0.01
C 1.8048 0.3919 -0.9667 0.76 0.29 0.38 -0.09
N 0.8152 0.9903 -1.4152 0.69 0.36 -0.46 0.13
C -0.3875 1.2834 -1.5220 -0.37 2.51 -0.28 -0.06
C -1.3634 0.6085 -0.8089 -2.18 -3.12 1.16 -0.05
C -1.0482 -0.5833 -0.1958 1.22 3.28 -0.60 -0.07
C -1.9089 -1.2508 0.7532 -1.09 0.60 1.68 -0.07
H 1.5120 1.1867 0.9590 1.33 -0.81 -0.66 0.13
H 3.3054 0.8462 0.6845 -1.04 -0.34 -0.91 0.12
H 2.1429 -0.4298 0.9833 0.04 -0.90 -0.17 0.08
H 2.2411 -0.1694 -1.7382 1.30 -1.37 -0.57 0.14
H -0.6686 2.2149 -2.0046 0.27 0.01 -0.26 0.16
H -2.3850 1.0135 -0.7850 0.59 -0.12 -0.03 0.14
H 0.0215 -0.8241 -0.3773 -1.14 -0.83 0.48 0.11
H -1.4060 -2.0425 1.2892 -0.33 -0.67 -0.36 0.08
H -2.8031 -1.4751 0.1777 -0.25 -0.94 0.28 0.10
H -2.3288 -0.5886 1.6006 0.86 -0.44 -1.44 0.14
```
Positions in Å, forces in eV/Å.

---

# 4
Here is an isolated molecule of C6H10N2 in a non-equilibrium geometry from OMol25. Energies are from wB97M-V/def2-TZVPD.

## Properties
LUMO level = 0.94 eV

Geometry as XYZ:
```
18
Properties=species:S:1:pos:R:3:forces:R:3:lowdin_charge:R:1
C 0.3673 1.2010 1.4527 -0.06 0.06 -0.11 -0.06
C -1.2529 -1.7439 0.8197 -0.02 -0.30 -0.28 -0.02
N 0.4020 0.1313 0.4796 -0.24 -0.09 0.09 -0.08
N -0.1752 -0.4183 -1.4827 -0.20 -0.50 0.98 0.06
C 0.8945 0.2811 -0.8045 0.21 0.12 0.03 -0.37
C -0.8848 -0.5353 0.0264 0.87 0.16 -0.69 -0.35
C -1.5759 0.0086 -1.0969 -0.71 0.43 -0.12 -0.07
C 1.9738 0.8458 -1.3282 -0.15 -0.07 0.04 0.07
H -0.0153 -1.2703 -2.0006 -0.02 0.09 -0.04 0.15
H -1.6791 1.0923 -1.1816 0.17 -0.06 -0.02 0.04
H -0.0265 0.8120 2.3930 0.05 0.03 -0.02 0.08
H 1.3795 1.5645 1.6307 -0.04 -0.01 0.02 0.08
H -0.2586 2.0418 1.1247 0.05 -0.03 0.01 0.09
H -0.5974 -2.5803 0.5655 0.03 0.03 0.11 0.09
H -1.1231 -1.5468 1.8856 0.05 0.08 -0.03 0.08
H -2.2814 -2.0338 0.6133 0.06 0.06 0.04 0.08
H 2.1596 0.7936 -2.3885 -0.04 -0.01 -0.08 0.05
H 2.6934 1.3568 -0.7081 0.01 0.01 0.08 0.05
```
Positions in Å, forces in eV/Å.

---

# 5
Here is a structure of composition C6H10N2 in a non-equilibrium geometry from OMol25. Energies are from wB97M-V/def2-TZVPD.

## Properties
LUMO level = 0.87 eV

Geometry as XYZ:
```
18
Properties=species:S:1:pos:R:3:forces:R:3:lowdin_charge:R:1
C 0.5372 -1.2551 0.4706 2.05 1.93 -0.34 -0.01
C 0.5246 0.7324 0.0040 -0.13 -2.88 0.45 -0.44
C -1.6148 -0.2184 0.2864 -1.50 1.63 0.64 -0.14
N 1.2636 1.6344 0.7609 0.15 0.08 0.19 0.10
C -0.9222 0.8912 0.0872 -0.49 -0.62 -0.09 -0.08
C 1.1324 0.4784 -1.3305 -0.01 0.14 -0.27 -0.25
C -2.5518 -1.0078 0.7555 0.27 -0.08 -0.59 0.00
N 0.4530 0.2867 -2.3776 -0.05 -0.05 -0.02 0.12
H 0.9373 1.8096 1.6978 0.15 -0.10 -0.03 0.10
H 2.2663 1.6577 0.6435 -0.15 -0.12 0.11 0.09
H 1.0376 0.0629 -3.1817 0.07 0.10 0.13 0.05
H -1.3629 1.8756 -0.0392 -0.21 -0.13 -0.46 0.12
H 2.2330 0.4500 -1.3070 -0.07 -0.03 -0.02 0.12
H 1.6136 -1.3412 0.3278 0.25 -0.26 0.35 0.02
H 0.0981 -1.9693 -0.2184 -0.43 0.37 -0.06 0.04
H 0.2705 -1.3946 1.5135 -0.08 0.08 -0.08 0.04
H -3.0692 -0.7876 1.6810 0.42 -0.16 0.27 0.06
H -2.8462 -1.9048 0.2262 -0.24 0.12 -0.19 0.06
```
Positions in Å, forces in eV/Å.

---

# 6
Here is an isolated molecule of C6H10N2 in a non-equilibrium geometry from OMol25. Energies are from wB97M-V/def2-TZVPD.

## Properties
LUMO level = 0.94 eV

Geometry as XYZ:
```
18
Properties=species:S:1:pos:R:3:forces:R:3:lowdin_charge:R:1
C 2.9671 0.2801 0.1221 3.25 -2.54 -2.64 -0.09
N 2.0556 -0.5585 0.2680 -2.96 -1.39 -1.58 0.01
N 0.6311 -0.1877 0.4114 1.91 1.62 2.34 -0.06
C 0.0061 0.6392 -0.6351 -1.86 -2.18 1.84 -0.21
C -1.3045 1.2865 -0.2120 -1.87 0.02 -0.06 -0.19
C -1.8986 0.2684 0.7610 -1.09 -1.13 3.45 -0.26
C -1.8491 -1.0242 -0.2212 0.54 -0.33 5.92 -0.14
C -0.3130 -0.8329 -0.4441 -0.88 -0.99 -3.12 -0.27
H 4.0282 -0.1106 -0.5114 -2.84 0.62 2.70 0.14
H 3.0046 1.2993 0.2217 -0.72 2.69 0.26 0.02
H 0.5011 1.0886 -1.3985 1.89 0.79 -2.07 0.10
H -1.2677 2.3317 0.2285 -0.14 -1.09 -1.10 0.13
H -2.0295 1.0187 -1.1168 1.51 2.06 1.21 0.14
H -1.0729 0.1797 1.7205 -2.55 -0.18 -2.74 0.16
H -2.9739 0.4092 1.3216 2.58 0.22 -1.87 0.14
H -2.6854 -0.9450 -1.0032 2.02 -0.25 0.66 0.13
H -1.9491 -2.0151 0.4691 -0.25 2.15 -1.88 0.14
H -0.0114 -1.7346 -0.9116 1.45 -0.07 -1.34 0.12
```
Positions in Å, forces in eV/Å.